# 1
ORCA calculation (the ωB97M-V functional and the def2-TZVPD basis) on a 9-piece molecular cluster, C10H38N16O10 overall.

The geometry in XYZ format:
```
74
Properties=species:S:1:pos:R:3:lowdin_charge:R:1
C 2.6044 4.9595 0.6095 -0.626
O 3.2935 4.1179 1.1831 0.014
N 1.2326 4.8888 0.5541 0.161
N 3.0238 6.1648 0.1699 0.158
H 0.7966 5.6638 0.0936 0.087
H 0.8319 3.9630 0.5933 0.091
H 2.3351 6.8152 -0.1535 0.093
H 3.9877 6.4476 0.1795 0.114
C -3.0430 0.1280 -4.3616 -0.699
O -2.3792 0.4688 -3.3857 0.000
N -3.5269 1.0525 -5.2172 0.164
N -3.3379 -1.1472 -4.5986 0.178
H -3.2614 2.0145 -5.0949 0.110
H -4.0299 0.9155 -6.0773 0.102
H -2.8159 -1.8842 -4.1484 0.106
H -3.6825 -1.2713 -5.5380 0.106
C 4.2443 0.6905 0.8640 -0.662
O 4.8055 -0.4170 0.9594 -0.025
N 2.9175 0.8687 0.7645 0.174
N 4.8834 1.8784 1.0439 0.153
H 2.4725 1.7573 0.9078 0.078
H 2.4257 -0.0179 0.8870 0.043
H 5.8692 1.7652 1.2065 0.102
H 4.2916 2.7015 1.0439 0.032
C -1.0158 1.1757 0.1932 -0.666
O -0.5635 1.6634 1.2326 -0.010
N -0.4833 0.0882 -0.3840 0.194
N -2.0743 1.6137 -0.5572 0.168
H -1.2047 -0.5079 -0.7702 0.078
H 0.2867 -0.4184 0.0381 0.064
H -2.5454 2.4127 -0.1621 0.101
H -2.4350 1.1938 -1.3970 0.051
C -3.1753 -2.5243 -1.0851 -0.688
O -2.1089 -2.6554 -1.6886 -0.004
N -3.4519 -3.2808 0.0028 0.165
N -4.0224 -1.4736 -1.2389 0.169
H -4.3585 -3.2549 0.4294 0.101
H -2.7011 -3.9249 0.1887 0.109
H -4.7708 -1.3660 -0.5790 0.097
H -3.9484 -0.8607 -2.0339 0.071
C 1.6965 -2.4304 1.0736 -0.649
O 1.3163 -1.2699 1.3242 -0.057
N 2.9503 -2.7822 0.7108 0.196
N 0.8153 -3.4196 1.0811 0.183
H 3.6529 -2.0465 0.7739 0.076
H 3.1264 -3.7686 0.7443 0.104
H -0.0626 -3.1719 1.5301 0.066
H 1.0851 -4.2779 0.6366 0.108
C -2.1777 -1.7458 3.1456 -0.677
O -1.5735 -2.6686 2.6158 0.005
N -2.7881 -0.7136 2.5060 0.180
N -2.2678 -1.5945 4.4965 0.156
H -3.4177 -0.1550 3.0475 0.100
H -2.5053 -0.5819 1.5494 0.082
H -2.5541 -0.7275 4.9058 0.104
H -1.8384 -2.4038 4.9181 0.113
C 0.6343 1.1737 4.6600 -0.717
O 0.7161 1.3806 5.8834 -0.027
N 0.5540 2.1632 3.7701 0.164
N 0.6447 -0.0485 4.0996 0.172
H 0.3427 1.9678 2.7993 0.039
H 0.5388 3.0611 4.2242 0.109
H 0.4900 -0.1731 3.1130 0.063
H 0.4516 -0.7863 4.7545 0.096
C 1.6416 -1.8482 -2.5812 -0.252
C 0.9686 -0.8733 -3.5329 -0.258
O 1.9475 -0.2504 -4.3311 -0.058
O 2.3443 -2.8451 -3.3026 -0.059
H 0.8576 -2.2488 -1.9237 0.100
H 2.2636 -1.3878 -1.8130 0.115
H 0.4265 -0.2030 -2.8621 0.095
H 0.1984 -1.2924 -4.1889 0.112
H 2.4054 -0.9333 -4.8296 0.078
H 1.7508 -3.5031 -3.6718 0.086
```

Properties
- multiplicity = 1
- E_LUMO (eV) = 0.1351
- energy relative to the best compared isomer or geometry (same formula, charge and spin) (kcal per mole) = 27.7
- HOMO-LUMO gap (eV) = 8.60
- SMILES = NC(N)=O.NC(N)=O.NC(N)=O.NC(N)=O.NC(N)=O.NC(N)=O.NC(N)=O.NC(N)=O.OCCO
- E_HOMO (eV) = -8.47
- net charge = 0



# 2
ORCA calculation (the ωB97M-V functional and the def2-TZVPD basis) on the molecule C21H23NO.

The geometry in XYZ format:
```
46
Properties=species:S:1:pos:R:3:lowdin_charge:R:1
C -5.2371 -1.3020 -1.0865 -0.098
C -5.3852 -1.3037 0.2893 -0.090
C -4.3002 -1.0327 1.1052 -0.048
C -3.0570 -0.7517 0.5559 -0.218
C -2.9172 -0.7514 -0.8268 -0.047
C -3.9988 -1.0266 -1.6427 -0.085
H -3.8778 -1.0244 -2.7164 0.101
H -1.9481 -0.5391 -1.2517 0.101
C -1.8735 -0.4370 1.4287 -0.181
N -0.6749 -1.0854 0.9232 -0.076
H -0.8372 -2.0856 0.8621 0.125
C 0.5232 -0.8282 1.7005 -0.215
C 1.0229 0.6065 1.4979 -0.123
H 2.0039 0.7069 1.9632 0.118
H 0.3481 1.2955 2.0097 0.112
C 1.0944 0.9851 0.0054 -0.240
C 0.6621 2.4008 -0.1933 -0.266
C -0.5037 2.9189 -0.6763 -0.021
C -0.3762 4.3284 -0.6005 -0.064
C 0.8554 4.5612 -0.0767 -0.124
O 1.4905 3.4028 0.1753 0.050
H 1.3787 5.4675 0.1552 0.116
H -1.1010 5.0589 -0.8964 0.098
H -1.3473 2.3670 -1.0385 0.105
H 0.3818 0.3456 -0.5221 0.126
C 2.5014 0.7778 -0.5852 -0.102
C 2.9355 -0.6558 -0.5076 -0.244
C 3.9227 -1.0601 0.3813 -0.051
C 4.2962 -2.3905 0.4668 -0.086
C 3.6856 -3.3359 -0.3382 -0.097
C 2.7047 -2.9423 -1.2338 -0.084
C 2.3351 -1.6130 -1.3182 -0.046
H 1.5703 -1.3111 -2.0189 0.117
H 2.2280 -3.6753 -1.8686 0.101
H 3.9749 -4.3745 -0.2713 0.099
H 5.0656 -2.6894 1.1641 0.101
H 4.4061 -0.3277 1.0128 0.112
H 2.4826 1.0959 -1.6312 0.132
H 3.2070 1.4158 -0.0501 0.121
H 0.3657 -0.9959 2.7816 0.118
H 1.2879 -1.5280 1.3578 0.106
H -1.7003 0.6447 1.4033 0.121
H -2.0940 -0.7148 2.4756 0.122
H -4.4216 -1.0377 2.1796 0.108
H -6.3478 -1.5196 0.7299 0.100
H -6.0831 -1.5156 -1.7232 0.099
```

Properties
- multiplicity = 1
- E_LUMO (eV) = 0.8668
- energy relative to the best compared isomer or geometry (same formula, charge and spin) (kcal per mole) = 20.0
- HOMO-LUMO gap (eV) = 9.16
- SMILES = c1ccc(CNCC[C@H](Cc2ccccc2)c2ccco2)cc1
- E_HOMO (eV) = -8.30
- net charge = 0



# 3
ORCA calculation (the ωB97M-V functional and the def2-TZVPD basis) on a 2-piece molecular cluster, C5H12O2 overall.

The geometry in XYZ format:
```
19
Properties=species:S:1:pos:R:3:lowdin_charge:R:1
C 0.7407 0.9749 2.4936 -0.117
C 1.2337 0.8909 1.0459 -0.247
C 0.2247 -1.5236 -1.7766 -0.236
O -0.6388 -0.9791 -2.8217 -0.104
C 0.7230 -0.3160 -1.0674 -0.102
C 0.5302 -0.1774 0.2588 -0.132
H 0.8508 1.9892 2.8777 0.064
H 1.2026 0.3542 3.2591 0.068
H -0.3352 0.7867 2.5415 0.067
H 2.3078 0.7786 0.9922 0.106
H 0.9624 1.8608 0.6116 0.112
H -0.4116 -2.1794 -1.2028 0.110
H 0.9935 -2.1132 -2.2836 0.113
H -0.9809 -1.6760 -3.3873 0.073
H 0.7178 0.5733 -1.6951 0.122
H -0.2361 -0.8390 0.6604 0.109
H -3.2935 0.7643 -0.5028 0.040
H -1.8955 0.6814 0.0580 0.017
O -2.6957 0.1493 -0.0615 -0.061
```

Properties
- multiplicity = 1
- E_LUMO (eV) = 0.9375
- energy relative to the best compared isomer or geometry (same formula, charge and spin) (kcal per mole) = 55.7
- HOMO-LUMO gap (eV) = 9.92
- SMILES = CC/C=C/CO.O
- E_HOMO (eV) = -8.98
- net charge = 0



# 4
ORCA calculation (the ωB97M-V functional and the def2-TZVPD basis) on C18H18F5O2TeV as an isolated structure.

The geometry in XYZ format:
```
45
Properties=species:S:1:pos:R:3:lowdin_charge:R:1
C -0.7108 1.1885 -1.8438 -0.156
C 0.4616 0.6592 -2.4611 -0.123
C 0.2371 -0.7482 -2.6196 -0.128
H 1.3496 1.2368 -2.7465 0.122
C -1.0244 -1.0672 -1.9797 -0.149
C -1.6038 0.1204 -1.4131 -0.126
H -2.5698 0.3030 -0.8570 0.139
H -0.9637 2.2669 -1.7664 0.092
H 0.8714 -1.4306 -3.1708 0.104
H -1.4673 -2.0648 -2.0382 0.114
C 0.7412 -1.2664 2.1525 -0.112
C 0.4245 0.1181 2.1217 -0.163
C -0.9371 0.2336 1.6462 -0.150
H 1.1064 0.9034 2.4346 0.103
C -1.4325 -1.0837 1.2755 -0.105
C -0.3869 -1.9892 1.6862 -0.103
H -0.4760 -3.0687 1.7186 0.098
H 1.6544 -1.7263 2.5532 0.125
H -1.5217 1.1069 1.6314 0.086
H -2.4439 -1.3943 1.0045 0.120
V 0.3973 -0.3677 -0.1883 0.962
O 1.3791 -1.8783 -0.3563 -0.327
C 2.2774 -2.7991 -0.9984 -0.167
C 1.0667 -3.5088 -1.4043 -0.054
H 2.8605 -2.4031 -1.8389 0.126
H 2.8649 -3.4135 -0.3387 0.116
H 0.6175 -3.2770 -2.3314 0.077
H -0.6970 -4.9240 -2.4289 0.115
C -0.3313 -5.4111 -1.5178 -0.052
C 0.4886 -4.5999 -0.6918 -0.218
C 0.8587 -5.0109 0.6037 -0.063
H 1.3310 -4.3384 1.2552 0.091
C 0.6330 -6.3086 0.9453 -0.090
H 0.9970 -6.6767 1.9204 0.115
C 0.0565 -7.2012 0.0171 -0.081
H 0.0603 -8.2815 0.2567 0.102
C -0.4937 -6.7447 -1.2240 -0.077
H -0.9330 -7.4634 -1.9628 0.117
F 0.3231 3.1268 2.2868 -0.358
Te 0.5963 3.3992 0.4199 1.939
F 2.3731 3.8616 0.7333 -0.349
F 0.7585 3.7102 -1.4804 -0.370
F -1.2417 3.0980 0.1966 -0.366
F 0.1920 5.2227 0.5848 -0.346
O 0.9587 1.4965 0.1513 -0.630
```

Properties
- multiplicity = 3
- E_LUMO (alpha / beta) (eV) = -1.7208 / -1.5945
- HOMO-LUMO gap (alpha / beta) (eV) = 4.96 / 6.80
- E_HOMO (alpha / beta) (eV) = -6.68 / -8.40
- net charge = 0



# 5
ORCA calculation (the ωB97M-V functional and the def2-TZVPD basis) on a 2-piece molecular cluster, C9H14 overall.

The geometry in XYZ format:
```
23
Properties=species:S:1:pos:R:3:lowdin_charge:R:1
C 0.9206 -0.7368 1.7782 -0.074
C 1.5769 0.1727 -0.5856 -0.032
C 1.0371 0.3180 0.6956 -0.314
C 1.6480 1.2839 -1.4407 -0.094
C 1.2523 2.4767 -0.9140 -0.110
C 0.5646 1.5038 1.1657 -0.089
C 0.7370 2.6670 0.4046 -0.052
H 1.9110 -0.6856 -0.9542 0.065
H 1.9351 1.1727 -2.4689 0.100
H 1.5984 -1.5673 1.6396 0.066
H -0.0875 -1.1742 1.8686 0.075
H 1.3714 3.4184 -1.6137 0.132
H 0.0995 1.5265 2.1589 0.121
H 0.4141 3.5170 0.9341 0.081
H 1.5046 -0.3171 2.6484 0.103
C -2.4846 -2.3215 -0.8989 -0.160
C -1.6411 -1.1324 -0.4737 -0.181
H -3.5237 -2.1480 -1.1571 0.063
H -2.1173 -2.9458 -1.6555 0.045
H -2.5324 -2.8084 0.0723 0.060
H -2.0042 -0.2680 0.1350 0.083
H -1.4195 -0.5666 -1.4542 0.093
H -0.7602 -1.3849 0.1154 0.018
```

Properties
- multiplicity = 1
- E_LUMO (eV) = 0.9849
- energy relative to the best compared isomer or geometry (same formula, charge and spin) (kcal per mole) = 44.1
- HOMO-LUMO gap (eV) = 9.98
- SMILES = Cc1ccccc1.CC
- E_HOMO (eV) = -9.00
- net charge = 0



# 6
ORCA calculation (the ωB97M-V functional and the def2-TZVPD basis) on H24LiO20P2Zr as an isolated structure.

The geometry in XYZ format:
```
48
Properties=species:S:1:pos:R:3:lowdin_charge:R:1
Li 1.5642 -0.6867 2.3798 0.689
Zr -1.6923 -1.2677 0.1011 1.978
P 0.2422 0.4602 0.0235 0.296
O -0.0951 -0.5841 -1.0837 -0.409
O -1.2974 0.8387 0.1497 -0.503
O 1.4469 1.3174 -0.1549 -0.293
O 0.0445 -0.6454 1.1367 -0.486
P 1.9733 -3.2188 1.0403 0.082
O 2.5610 -1.7366 0.8855 -0.487
O 0.9763 -3.3553 2.2062 -0.312
O 3.2643 -4.0321 0.8305 -0.430
O 1.3022 -3.3409 -0.3822 -0.276
O 1.9861 -1.4183 -2.3710 -0.065
H 1.1749 -1.1327 -1.8882 -0.033
H 1.8010 -1.2240 -3.2957 0.014
O -3.7127 0.0371 -0.0187 -0.105
H -4.4078 0.2222 -0.6578 0.092
H -3.8848 0.6276 0.7250 0.079
O -0.7687 -3.0490 -0.9869 -0.240
H 0.2838 -3.2739 -0.8816 -0.128
H -1.0985 -3.5811 -1.7167 0.053
O 3.8052 0.2630 -0.8308 -0.070
H 2.8934 0.5629 -0.6481 -0.035
H 4.3035 1.0780 -0.9593 0.022
O -1.3315 3.3845 1.0873 -0.070
H -2.2110 3.6096 1.4036 0.041
H -1.3876 2.4386 0.8139 -0.010
O 2.5540 1.3339 2.3992 -0.076
H 2.1649 2.0623 2.8950 0.042
H 2.2893 1.4990 1.4776 -0.003
O -2.4485 -1.0505 -2.0877 -0.098
H -3.2568 -1.3928 -2.4867 0.092
H -2.0240 -0.5132 -2.7740 0.112
O 2.2573 2.8343 -2.3136 -0.067
H 2.0668 2.3316 -1.5021 -0.025
H 1.9755 3.7317 -2.1069 0.023
O -1.1345 -2.9514 1.5323 -0.237
H -1.5897 -3.6859 1.9475 0.065
H -0.0939 -3.1593 1.6926 -0.115
O -2.4709 -0.7271 2.2600 -0.099
H -2.1244 0.1242 2.5666 0.089
H -2.7242 -1.2061 3.0562 0.099
O -2.0678 2.5710 -1.7871 -0.075
H -2.6264 3.0292 -1.1557 0.010
H -1.5964 1.8972 -1.2511 -0.018
O 1.3123 3.9478 0.2339 -0.081
H 0.4364 3.9899 0.6353 -0.010
H 1.3657 3.0413 -0.1387 -0.023
```

Properties
- multiplicity = 1
- E_LUMO (eV) = 0.1778
- HOMO-LUMO gap (eV) = 2.12
- E_HOMO (eV) = -1.94
- net charge = -1



# 7
ORCA calculation (the ωB97M-V functional and the def2-TZVPD basis) on the molecule C3H10N2O.

The geometry in XYZ format:
```
16
Properties=species:S:1:pos:R:3:lowdin_charge:R:1
C 0.2441 -0.8090 1.0450 -0.203
N 0.4687 0.5056 0.4413 -0.071
C -0.5789 1.4885 0.2092 -0.301
O 0.0501 2.6033 -0.3499 -0.049
C -0.4845 -1.7038 -0.0152 -0.299
N 0.3217 -1.9505 -1.1774 -0.016
H -0.5125 -0.7242 1.8292 0.101
H 1.1431 -1.3341 1.3572 0.110
H 1.3794 0.8908 0.5790 0.100
H -1.3489 1.0768 -0.4523 0.113
H -1.0307 1.8461 1.1350 0.119
H 0.3729 2.5459 -1.2479 0.088
H -0.7914 -2.6359 0.4591 0.095
H -1.3566 -1.0899 -0.2936 0.094
H -0.1531 -2.4752 -1.8911 0.058
H 1.3036 -2.1293 -1.1038 0.059
```

Properties
- multiplicity = 1
- E_LUMO (eV) = 1.1314
- energy relative to the best compared isomer or geometry (same formula, charge and spin) (kcal per mole) = 40.2
- HOMO-LUMO gap (eV) = 9.36
- SMILES = NCCNCO
- E_HOMO (eV) = -8.23
- net charge = 0



# 8
ORCA calculation (the ωB97M-V functional and the def2-TZVPD basis) on a 3-piece molecular cluster, C5H12O2 overall.

The geometry in XYZ format:
```
19
Properties=species:S:1:pos:R:3:lowdin_charge:R:1
C -0.6547 -0.2845 1.1730 -0.067
C 0.6414 0.2001 0.6026 -0.363
C 0.7600 1.3548 -0.0598 0.027
C 3.1059 -0.1399 0.8995 0.008
C 1.8459 -0.5575 1.0383 -0.134
H -1.4712 0.2274 0.6772 0.063
H -0.6419 -0.1476 2.2576 0.090
H -0.8049 -1.3618 1.0717 0.084
H -0.0368 1.9872 -0.4266 0.066
H 1.7638 1.6847 -0.2990 0.053
H 3.5274 0.7475 0.4446 0.053
H 3.9212 -0.7271 1.3132 0.052
H 1.7633 -1.5323 1.4862 0.097
H -1.1698 0.3469 -3.2727 0.042
H -0.6243 0.5336 -1.9045 0.020
O -1.4105 0.1796 -2.3641 -0.049
H -2.9422 -0.8253 -1.4243 -0.017
H -4.1793 -0.5726 -0.5767 0.031
O -3.3930 -1.1132 -0.6362 -0.056
```

Properties
- multiplicity = 1
- E_LUMO (eV) = 0.6433
- energy relative to the best compared isomer or geometry (same formula, charge and spin) (kcal per mole) = 43.2
- HOMO-LUMO gap (eV) = 9.57
- SMILES = C=CC(=C)C.O.O
- E_HOMO (eV) = -8.93
- net charge = 0